No. 1
ORCA calculation (ωB97M-V/def2-TZVPD) on a 9-piece molecular cluster, C42H92Br2N11O6 overall.

The geometry in ORCA input format:
```
! wB97M-V def2-TZVPD RIJCOSX def2/J DEFGRID3
* xyz 5 1
C 1.34338 2.02684 2.00533
C 2.01729 0.65650 2.20952
N 3.29874 0.97353 2.88354
C 4.52542 1.39165 2.23577
C 5.43619 1.56888 3.20801
N 4.81737 1.26524 4.45151
C 3.59141 0.89401 4.17803
C 5.35828 1.40158 5.81024
H 0.37216 1.92204 1.50415
H 1.94910 2.70723 1.40723
H 1.01540 2.59625 2.86381
H 2.16935 0.24778 1.21108
H 1.43418 -0.09061 2.74647
H 4.67166 1.46505 1.16596
H 6.40327 2.04461 3.19950
H 2.85047 0.52546 4.87109
H 5.84677 2.38364 5.86351
H 6.04517 0.55336 6.00934
H 4.54719 1.26093 6.55163
C -2.46873 -6.44358 1.48488
C -2.08663 -7.26339 0.27478
N -1.58378 -6.39627 -0.82838
C -2.23496 -5.27368 -1.38346
C -1.44574 -4.71203 -2.31735
N -0.21943 -5.44483 -2.33393
C -0.38978 -6.41607 -1.44867
C 0.96417 -5.05297 -3.14236
H -3.05208 -6.98352 2.22953
H -3.02201 -5.54757 1.23991
H -1.52887 -6.10446 1.96311
H -2.94612 -7.85753 -0.03719
H -1.25912 -7.94325 0.49056
H -3.18334 -4.93348 -1.04483
H -1.57315 -3.78883 -2.86097
H 0.38065 -7.14803 -1.23086
H 1.56418 -4.36805 -2.57550
H 0.69578 -4.64165 -4.09912
H 1.47580 -5.99047 -3.41962
C -4.60705 0.27425 2.93502
C -3.31098 0.81856 3.44134
N -3.45448 1.90064 4.38822
C -3.51462 1.73959 5.77177
C -3.55736 3.00030 6.28497
N -3.62546 3.87743 5.22188
C -3.60717 3.16710 4.09506
C -3.70330 5.33302 5.38614
H -5.17206 1.11194 2.56897
H -5.11661 -0.20434 3.77536
H -4.45401 -0.52463 2.21290
H -2.85143 1.27680 2.56978
H -2.74800 -0.01744 3.84987
H -3.57384 0.77872 6.25165
H -3.53727 3.36719 7.29369
H -3.59285 3.52824 3.06146
H -2.87460 5.69297 5.95251
H -4.60886 5.62928 5.87509
H -3.78034 5.80824 4.44340
C -1.37492 -2.36694 1.27066
C -1.83230 -1.84260 -0.06587
N -1.49746 -0.43076 -0.38678
C -2.38337 0.68442 -0.32973
C -1.66014 1.72895 -0.78159
N -0.35671 1.25898 -1.08302
C -0.33285 -0.02463 -0.80494
C 0.77578 1.98041 -1.59549
H -0.29952 -2.31657 1.43746
H -1.70742 -3.41368 1.32731
H -1.94093 -1.80067 2.03680
H -2.90068 -1.98729 -0.09494
H -1.46510 -2.41655 -0.94382
H -3.42671 0.52964 -0.08293
H -1.93508 2.69051 -1.21156
H 0.49724 -0.73937 -0.99104
H 1.59663 1.25079 -1.75819
H 1.09662 2.78142 -0.92885
H 0.53820 2.36326 -2.58131
C 3.63750 -1.77352 7.84289
O 4.08865 -2.19169 6.51871
C 5.14348 -3.13598 6.62621
C 5.29737 -3.73344 5.22028
N 3.96162 -4.20372 4.68158
H 4.07261 -5.22434 4.56182
H 3.23866 -3.95710 5.37502
C 3.52976 -3.49453 3.45655
C 2.11814 -3.82284 3.07351
O 2.15199 -5.19566 2.69410
C 2.34212 -5.41138 1.28681
H 3.30245 -2.63388 8.43064
H 2.74249 -1.19297 7.69454
H 4.46475 -1.32261 8.38725
H 4.93384 -3.83153 7.43709
H 6.14239 -2.65185 6.78768
H 6.09562 -4.47676 5.26541
H 5.60148 -2.99369 4.46828
H 4.15167 -3.83269 2.63516
H 3.65202 -2.41702 3.55177
H 1.79342 -3.22780 2.22191
H 1.36063 -3.87839 3.87438
H 2.52006 -6.47772 1.20245
H 3.13475 -4.76511 0.94939
H 1.44229 -5.18181 0.74736
C -1.95761 6.30104 -3.44219
O -0.68550 6.51509 -4.04370
C 0.39143 5.76183 -3.59378
C 1.58554 6.64834 -3.52303
N 1.79137 7.37470 -4.78409
H 1.78983 6.70035 -5.55447
H 1.02027 8.02713 -4.99475
C 3.10293 8.05958 -4.92565
C 3.65085 7.80868 -6.31151
O 3.25293 6.52962 -6.69930
C 4.08639 5.94077 -7.71738
H -2.57391 6.75452 -4.19864
H -2.05842 6.71551 -2.45175
H -2.14153 5.21349 -3.42831
H 0.59339 4.96880 -4.31868
H 0.21379 5.40746 -2.59731
H 2.47865 6.05311 -3.37897
H 1.43400 7.35917 -2.69805
H 3.80264 7.63775 -4.21552
H 3.06692 9.12481 -4.75127
H 4.74884 7.84819 -6.24466
H 3.33029 8.47589 -7.10981
H 3.57385 5.12154 -8.23921
H 4.93716 5.47013 -7.17287
H 4.54539 6.68095 -8.35085
C -0.27976 -0.21803 -5.14469
O -1.44511 -0.04583 -4.32542
C -2.40553 0.87161 -4.78289
C -3.55673 0.37777 -5.70638
N -4.17943 -0.92496 -5.17719
H -4.89243 -1.20463 -5.90332
H -3.57859 -1.78887 -5.09104
C -4.78002 -0.85382 -3.79733
C -5.40475 -2.23043 -3.46560
O -4.32115 -3.17694 -3.70382
C -4.75749 -4.57080 -3.72367
H -0.49538 -0.87941 -5.98028
H 0.36615 -0.68951 -4.39024
H 0.18752 0.70714 -5.51048
H -1.89732 1.57131 -5.44941
H -2.79774 1.20493 -3.83317
H -3.07439 0.12623 -6.68102
H -4.31151 1.07613 -6.00031
H -5.55180 -0.06040 -3.79602
H -4.02339 -0.60500 -3.02384
H -6.22260 -2.49631 -4.14336
H -5.77753 -2.25401 -2.41272
H -3.91170 -5.13285 -4.03742
H -5.66575 -4.63860 -4.31191
H -5.08889 -4.84185 -2.71574
Br 2.17147 -1.65710 -0.18786
Br -4.68599 -3.10767 -0.09745
*
```



No. 2
ORCA calculation (ωB97M-V/def2-TZVPD) on one molecule with the formula C5H8N2.

Computed properties:
Energy above the lowest of the compared OMol25 structures with the same formula, charge and spin   65.9 kcal per mole
SMILES   C=CCNC=C=N

The geometry in ORCA input format:
```
! wB97M-V def2-TZVPD RIJCOSX def2/J DEFGRID3
* xyz 0 1
C -0.72303 0.87959 -1.48221
C -1.00173 0.50342 -0.23570
C -0.90818 -0.91264 0.27898
N -0.11065 -0.86913 1.50834
C 1.00099 0.02906 1.40196
C 1.69851 0.10157 0.28546
N 2.14303 0.16025 -0.85892
H -0.47367 0.14678 -2.24809
H -0.74860 1.92285 -1.78450
H 1.45182 0.69856 -1.41209
H -1.26798 1.24518 0.51634
H -0.47627 -1.55723 -0.50549
H -1.90530 -1.30834 0.51577
H 0.16743 -1.79240 1.82558
H 1.15364 0.75247 2.19456
*
```



Computed Kohn-Sham gap (eV) in order:
7.0512; 9.8045
Computed LUMO (eV) in order:
-9.006; 1.077